A structure of composition C39H61CuGeN4P3. Source: OMol25; level of theory: ωB97M-V with the def2-TZVPD basis set.

Geometry (Å):
Cu1 0.0000 0.0000 0.0000
C1 -2.7694 4.4063 1.0273
C2 -2.8197 2.8752 1.0089
C3 -4.1083 2.4197 0.3227
P1 -1.3403 2.0212 0.1810
C4 0.0202 2.5323 1.3587
N1 -0.0905 1.7928 2.6198
Ge1 0.0790 -0.0637 2.3921
N2 1.7601 -0.5951 3.0259
C5 2.8499 -0.6821 2.0519
P2 2.3859 -0.0215 0.3346
C6 2.7315 -1.5164 -0.7896
C7 4.1525 -2.0871 -0.7789
C8 2.2814 -1.2269 -2.2221
C9 3.7492 1.3129 0.1367
C10 5.2153 0.8757 0.3019
C11 3.5923 2.0963 -1.1649
C12 2.0431 -0.7948 4.4327
C13 3.2658 -1.3954 4.8294
C14 3.5706 -1.6093 6.1725
C15 2.6718 -1.2323 7.1607
C16 1.4665 -0.6331 6.8109
C17 1.1392 -0.4012 5.4604
N3 -0.0776 0.2555 5.1285
C18 -0.1101 1.6775 5.1485
C19 -0.1214 2.3426 6.3911
C20 -0.1921 3.7260 6.4641
C21 -0.2486 4.4742 5.3011
C22 -0.2235 3.8465 4.0573
C23 -0.1489 2.4305 3.9300
C24 -1.2963 -0.4285 5.3590
C25 -1.8633 -0.4524 6.6514
C26 -3.0577 -1.1169 6.8977
C27 -3.7138 -1.7616 5.8622
C28 -3.1790 -1.7452 4.5761
C29 -1.9540 -1.0825 4.2812
N4 -1.4252 -1.0854 2.9255
C30 -2.2079 -1.7279 1.8672
P3 -1.2734 -1.9648 0.2597
C31 -0.4059 -3.6507 0.5322
C32 0.5026 -3.6046 1.7600
C33 -1.3156 -4.8786 0.6331
C34 -2.6660 -2.4067 -0.9571
C35 -3.9224 -3.0501 -0.3319
C36 -3.0879 -1.1283 -1.6791
C37 -1.0152 3.0323 -1.3885
C38 -0.1784 4.3053 -1.1779
C39 -0.3140 2.1221 -2.3986
H1 -3.6498 4.8017 1.5773
H2 -2.8134 4.8153 -0.0023
H3 -1.8699 4.7803 1.5466
H4 -2.8593 2.5139 2.0594
H5 -4.1193 2.7252 -0.7448
H6 -4.9932 2.8596 0.8306
H7 -4.1989 1.3171 0.3871
H8 0.0284 3.6176 1.4583
H9 0.9880 2.2866 0.8898
H10 3.2328 -1.7182 1.9916
H11 3.6552 -0.0304 2.4355
H12 2.0685 -2.3138 -0.4078
H13 4.8515 -1.4405 -1.3281
H14 4.1595 -3.0561 -1.3221
H15 4.5170 -2.2767 0.2491
H16 2.9095 -0.4481 -2.6918
H17 1.2225 -0.8915 -2.2278
H18 2.3559 -2.1478 -2.8393
H19 3.5452 2.0274 0.9641
H20 5.5873 0.3127 -0.5631
H21 5.3966 0.2989 1.2268
H22 5.8554 1.7826 0.3561
H23 3.7950 1.4587 -2.0448
H24 4.3044 2.9490 -1.1864
H25 2.5746 2.5172 -1.2330
H26 4.0028 -1.7160 4.1085
H27 4.5103 -2.0714 6.4470
H28 2.9126 -1.3979 8.2030
H29 0.8009 -0.3400 7.6059
H30 -0.0805 1.7945 7.3179
H31 -0.2068 4.2195 7.4275
H32 -0.3070 5.5538 5.3608
H33 -0.2643 4.5203 3.2263
H34 -1.3897 0.0374 7.4842
H35 -3.4767 -1.1293 7.8958
H36 -4.6467 -2.2766 6.0542
H37 -3.7568 -2.2608 3.8266
H38 -3.1016 -1.0942 1.6924
H39 -2.5186 -2.7438 2.1673
H40 0.2310 -3.8165 -0.3629
H41 -0.0870 -3.4630 2.6892
H42 1.2212 -2.7816 1.6612
H43 1.0830 -4.5476 1.8502
H44 -1.9984 -4.8188 1.5034
H45 -0.6962 -5.7932 0.7552
H46 -1.8790 -5.0212 -0.3092
H47 -2.2385 -3.0849 -1.7262
H48 -4.4288 -2.3538 0.3658
H49 -3.7207 -3.9822 0.2155
H50 -4.6489 -3.2981 -1.1348
H51 -3.5041 -0.3958 -0.9605
H52 -3.8560 -1.3512 -2.4504
H53 -2.2123 -0.6764 -2.1867
H54 -1.9944 3.3051 -1.8354
H55 0.8323 4.0594 -0.7962
H56 -0.6497 5.0130 -0.4764
H57 -0.0551 4.8352 -2.1464
H58 0.6502 1.7539 -2.0020
H59 -0.1360 2.6613 -3.3535
H60 -0.9500 1.2416 -2.6189
H61 0.0000 0.0000 -1.6556

Calculated values
Electronic energy, a.u.: -6482.94012
HOMO level, eV: -9.8
Total charge: +1
HOMO-LUMO gap, eV: 6.301

=====

A structure of composition C28H19AuBrN4O. Source: OMol25; level of theory: ωB97M-V with the def2-TZVPD basis set.

Geometry (Å):
Au1 0.6327 -0.2365 -1.0238
Br1 5.6756 -3.4899 3.4340
C1 4.6815 -2.4847 2.1785
C2 5.1599 -2.3316 0.8764
C3 4.4364 -1.6004 -0.0330
C4 3.2000 -0.9952 0.2900
O1 2.6230 -0.2873 -0.6587
C5 2.7345 -1.1543 1.6353
C6 1.5824 -0.4524 2.1468
N1 0.7494 0.1179 1.3718
C7 -0.2187 1.0568 1.6654
C8 -1.0221 1.1262 2.7797
C9 -1.8584 2.2379 2.9826
C10 -1.8423 3.2957 2.1135
C11 -1.0394 3.2550 0.9514
C12 -0.9141 4.3311 0.0456
C13 -0.0817 4.2122 -1.0343
C14 0.5331 2.9788 -1.2874
N2 0.4019 1.9401 -0.4893
C15 -0.2958 2.0865 0.6774
C16 3.4992 -1.8955 2.5484
H1 6.0955 -2.7910 0.5882
H2 4.7899 -1.4630 -1.0474
H3 1.5141 -0.3497 3.2369
H4 -0.9924 0.3268 3.5095
H5 -2.4865 2.2734 3.8625
H6 -2.4307 4.1816 2.3151
H7 -1.4636 5.2467 0.2253
H8 0.0752 5.0347 -1.7174
H9 1.1373 2.8310 -2.1744
H10 3.1485 -1.9997 3.5680
C17 -4.3610 2.3668 -1.6181
C18 -3.2172 2.4793 -2.3961
C19 -2.2153 1.5316 -2.3050
C20 -2.3521 0.4655 -1.4217
C21 -3.5115 0.3373 -0.6532
C22 -4.5082 1.2876 -0.7556
N3 -1.3579 -0.5318 -1.3924
N4 -1.7485 -1.7165 -1.2380
C23 -0.7660 -2.6528 -1.2402
C24 -1.0729 -4.0181 -1.2859
C25 -0.0490 -4.9320 -1.4175
C26 1.2734 -4.5050 -1.4841
C27 1.5944 -3.1474 -1.3998
C28 0.5829 -2.2362 -1.2681
H11 -5.1464 3.1060 -1.7009
H12 -3.1132 3.2990 -3.0946
H13 -1.3441 1.5785 -2.9442
H14 -3.6108 -0.5124 0.0081
H15 -5.4134 1.1711 -0.1750
H16 -2.1118 -4.3174 -1.2407
H17 -0.2769 -5.9872 -1.4794
H18 2.0700 -5.2270 -1.6018
H19 2.6315 -2.8400 -1.4323

Calculated values
Electronic energy, a.u.: -4082.08696
HOMO level, eV: -10.5
Total charge: +1
HOMO-LUMO gap, eV: 6.076

=====

A cluster of 2 separate species, C3H6Br2O3 in total. Source: OMol25; level of theory: ωB97M-V with the def2-TZVPD basis set.

Geometry (Å):
C1 1.0320 0.6280 0.0532
C2 -1.0557 -0.9436 -0.4749
C3 -0.3977 0.3421 0.1020
O1 1.2777 1.7585 -0.8125
O2 -1.2573 -1.0156 -1.8283
O3 -0.7630 -0.1758 2.2241
Br1 0.0354 -2.5712 0.1769
Br2 -1.5118 1.8081 0.0827
H1 1.3186 0.7776 1.0143
H2 1.6706 -0.1552 -0.2742
H3 -1.9776 -1.2510 -0.0356
H4 2.1635 2.2027 -0.5585
H5 -0.5161 -0.8416 -2.3623
H6 -0.0186 -0.5630 2.6933

Calculated values
Electronic energy, a.u.: -5491.50951
HOMO level (alpha / beta), eV: -9.8 / -9.7
HOMO-LUMO gap (alpha / beta), eV: 8.526 / 8.445

=====

The ion C6H10N with charge +1. Source: OMol25; level of theory: ωB97M-V with the def2-TZVPD basis set.

Geometry (Å):
C1 2.5793 0.1936 0.0168
C2 3.8868 0.5308 0.0607
C3 1.3754 -0.4639 -0.1365
C4 -0.1598 -0.3079 -0.0057
C5 -0.8992 -1.5717 0.0215
C6 -2.0723 1.3247 0.0364
N1 -0.6797 0.8686 0.0502
H1 4.3539 0.7509 0.9237
H2 1.6936 -1.4405 -0.1950
H3 -2.0368 -1.5369 0.1860
H4 -0.4737 -2.0247 0.9355
H5 -0.7359 -2.0234 -1.0137
H6 -2.5062 1.6245 0.9384
H7 -1.9720 2.2173 -0.6215
H8 -2.6061 0.4594 -0.1813
H9 0.0172 1.6215 -0.0796
H10 4.4697 0.7117 -0.9538

Calculated values
Structure (SMILES): C=C=C/C(C)=[NH+]/C
Electronic energy, a.u.: -289.00347
HOMO level, eV: -14.0
Total charge: +1
HOMO-LUMO gap, eV: 9.413

=====

A cluster of 8 separate species, C32H50O23S in total. Source: OMol25; level of theory: ωB97M-V with the def2-TZVPD basis set.

Geometry (Å):
C1 3.3930 24.6130 33.9250
C2 4.6790 23.9860 34.2480
C3 5.2480 23.1290 33.1160
O1 6.3670 23.9510 32.8930
C4 6.3630 25.0020 33.4840
O2 7.2270 25.8490 33.3260
O3 5.5080 24.9640 34.5110
H1 3.1890 25.1640 33.0530
H2 3.0560 25.1560 34.7290
H3 2.7700 23.7830 33.7230
H4 4.6170 23.4870 35.2230
H5 4.7090 22.8870 32.1270
H6 5.7980 22.3280 33.4740
C5 1.9690 21.8880 36.2810
C6 1.9010 22.3490 37.7970
C7 3.2360 22.3220 38.3970
O4 3.2890 23.6560 39.0080
C8 2.4550 24.4140 38.4280
O5 2.4150 25.6870 38.6470
O6 1.6100 23.7760 37.7560
H7 2.2960 22.5940 35.5020
H8 0.9760 21.5420 36.1370
H9 2.4570 20.8990 36.3910
H10 1.2360 21.7760 38.4040
H11 4.3410 22.0310 37.9890
H12 3.2360 21.6780 39.3690
C9 8.3920 23.2550 35.7590
C10 7.7720 23.6770 37.0810
C11 7.3520 22.5710 38.1220
O7 7.6090 23.1390 39.3690
C12 8.3260 24.2070 39.1710
O8 8.9250 24.7350 40.0890
O9 8.4470 24.5810 37.9270
H13 9.1600 22.4870 36.0230
H14 8.9370 24.0770 35.1620
H15 7.5560 22.8630 35.3160
H16 6.9910 24.3650 36.8200
H17 8.0390 21.7250 38.0650
H18 6.3190 22.3010 38.1050
C13 13.9970 22.5110 38.4800
C14 12.5140 23.0280 38.5110
C15 12.2950 24.5660 38.5840
O10 12.2460 24.8080 37.1900
C16 11.8910 23.6780 36.6060
O11 11.5390 23.6400 35.4530
O12 11.8380 22.6610 37.4390
H19 14.7770 22.5600 37.7770
H20 13.8950 21.3120 38.4550
H21 14.4820 22.9230 39.4440
H22 12.1020 22.5660 39.3910
H23 13.0970 25.1950 39.1650
H24 11.1970 24.7870 38.8250
C17 9.8300 19.4480 36.5390
C18 9.0260 18.9030 35.2510
C19 7.9410 19.8590 34.9020
O13 8.5100 20.3790 33.7030
C20 9.5520 19.7160 33.2410
O14 10.2320 19.9400 32.1920
O15 9.9980 18.8880 34.2080
H25 10.4760 18.7020 36.9230
H26 9.0760 19.4770 37.4530
H27 10.2460 20.3350 36.2840
H28 8.5880 17.8400 35.4980
H29 7.6530 20.4630 35.6900
H30 6.9920 19.2790 34.5260
C21 4.6710 17.6220 36.5290
C22 5.6760 18.1430 37.4890
C23 5.2620 19.3360 38.3350
O16 5.3520 18.8850 39.6540
C24 5.8440 17.6710 39.6860
O17 5.9730 16.8720 40.5720
O18 6.0800 17.2130 38.4630
H31 3.9940 16.8110 36.8950
H32 5.4770 17.0200 35.9180
H33 4.1380 18.1620 35.9620
H34 6.4040 18.5690 36.9250
H35 4.1790 19.5480 38.2310
H36 5.9520 20.1360 38.2440
C25 9.6240 26.8280 36.0160
C26 10.4220 26.8830 34.6990
C27 9.5950 27.7020 33.6240
O19 10.3420 28.9390 33.5110
C28 11.5290 28.7400 34.0080
O20 12.5190 29.3720 33.8050
O21 11.5200 27.6380 34.7810
H37 8.6140 26.5960 35.8590
H38 9.6040 27.8820 36.4600
H39 10.1860 26.4110 36.8440
H40 10.7680 25.8480 34.5000
H41 8.4160 28.0660 34.0090
H42 9.4250 27.2770 32.7120
C29 6.9930 27.9050 38.8600
C30 5.9140 26.8810 38.6550
C31 5.4750 26.9680 37.2090
S1 5.3280 28.6230 36.9140
O22 4.0270 29.1180 37.3770
O23 5.9100 28.9320 35.5870
C32 6.4030 29.1950 38.1440
H43 7.9660 27.6040 38.5510
H44 7.2120 27.7940 39.8990
H45 5.1900 27.2100 39.1840
H46 6.2420 25.7190 38.7200
H47 4.4190 26.6300 37.1130
H48 6.1320 26.6170 36.5960
H49 5.7150 29.7440 38.8350
H50 7.2900 29.9520 37.8730

Calculated values
Structure (SMILES): C[C@H]1COC(=O)O1.C[C@H]1COC(=O)O1.C[C@H]1COC(=O)O1.C[C@H]1COC(=O)O1.C[C@H]1COC(=O)O1.C[C@H]1COC(=O)O1.C[C@H]1COC(=O)O1.O=S1(=O)CCCC1
Electronic energy, a.u.: -3377.67140
HOMO level, eV: -10.0
HOMO-LUMO gap, eV: 9.152

=====

A cluster of 2 separate species, C7H17N3O2 in total. Source: OMol25; level of theory: ωB97M-V with the def2-TZVPD basis set.

Geometry (Å):
C1 0.2323 -0.4107 -0.5265
C2 1.8523 0.9370 -0.1945
C3 -0.8653 0.3589 0.2025
C4 -3.2674 0.3657 -0.2205
C5 -0.6051 0.4635 1.7056
C6 -2.2179 -1.7434 0.0960
C7 3.6481 -0.7163 0.0780
N1 -2.1718 -0.2978 -0.0200
N2 3.0835 0.6103 -0.0176
N3 0.0839 -0.5858 -1.8466
O1 1.4326 2.1527 -0.2938
O2 -3.4440 1.6278 -0.2929
H1 -0.9053 1.3639 -0.2339
H2 -4.1901 -0.1997 -0.3573
H3 -1.4261 0.9705 2.2057
H4 0.2973 1.0348 1.8937
H5 -0.4843 -0.5148 2.1603
H6 -1.7337 -2.0587 1.0190
H7 -3.2470 -2.0937 0.1195
H8 -1.7147 -2.2133 -0.7481
H9 4.5343 -0.7738 -0.5541
H10 3.9562 -0.9211 1.1048
H11 2.9357 -1.4703 -0.2425
H12 3.7860 1.3500 0.0876
H13 0.6869 -1.2230 -2.3450
H14 -0.3135 0.1458 -2.4188
H15 -2.6915 2.2281 -0.1435
H16 2.1011 2.8647 -0.2323
H17 0.6476 -1.2515 0.0151

Calculated values
Electronic energy, a.u.: -591.02772
HOMO level, eV: -17.1
Total charge: +2
HOMO-LUMO gap, eV: 10.484

=====

A structure of composition C6H16AlF6NO5P2. Source: OMol25; level of theory: ωB97M-V with the def2-TZVPD basis set.

Geometry (Å):
Al1 -3.6448 22.3792 -10.4558
P1 -7.5714 22.1419 -15.4357
F1 -7.0042 20.6058 -15.4608
F2 -8.3163 21.7170 -14.0146
F3 -6.1861 22.6619 -14.6192
F4 -8.1348 23.6400 -15.3265
F5 -6.8788 22.3299 -16.8372
F6 -8.8911 21.8310 -16.2150
C1 -1.2954 25.9923 -15.3181
O1 -1.2375 25.4191 -14.1749
N1 -0.4830 27.0285 -15.6724
C2 -0.6624 27.8975 -16.8204
C3 0.4453 27.6391 -14.7175
H1 -2.0140 25.8124 -16.1327
H2 0.2938 28.1656 -17.2699
H3 -1.1425 28.8132 -16.4755
H4 -1.3422 27.5272 -17.5878
H5 0.8414 26.8878 -14.0342
H6 1.3885 27.8392 -15.2257
H7 0.0703 28.5239 -14.2031
C4 -7.1755 16.2357 -8.4132
O2 -7.9704 16.2871 -9.5728
P2 -8.2222 17.6280 -10.4977
O3 -6.9241 18.3673 -10.7421
O4 -8.9356 16.9636 -11.7663
C5 -8.2696 15.9462 -12.5492
O5 -9.4628 18.3164 -9.7237
C6 -10.4921 17.5379 -9.1248
H8 -6.1700 15.8209 -8.4840
H9 -7.5810 15.4321 -7.7984
H10 -7.3014 17.1567 -7.8440
H11 -7.7495 16.4492 -13.3644
H12 -8.9302 15.1801 -12.9552
H13 -7.5851 15.3914 -11.9076
H14 -10.3461 17.4306 -8.0500
H15 -10.4592 16.5049 -9.4711
H16 -11.4124 18.0343 -9.4323

Calculated values
Electronic energy, a.u.: -2192.80148
HOMO level, eV: -15.0
Total charge: +2
HOMO-LUMO gap, eV: 1.350

=====

A cluster of 5 separate species, C35H64ClN3O6 in total. Source: OMol25; level of theory: ωB97M-V with the def2-TZVPD basis set.

Geometry (Å):
C1 -3.9231 -2.4011 0.3264
C2 -3.1463 -1.5274 1.3533
C3 -2.7105 -0.1298 0.7920
C4 -1.2011 -0.0849 0.3809
C5 -0.8710 -1.4460 -0.3156
C6 -0.8549 1.1422 -0.5547
Cl1 -2.0235 2.4817 -0.1591
C7 -1.1117 0.6330 -1.9368
N1 -1.5212 0.4348 -2.9772
C8 0.5639 1.7173 -0.3328
C9 0.6392 2.0639 1.1339
N2 0.6693 2.3238 2.2356
C10 0.9679 3.0407 -1.0675
C11 0.2256 3.5088 -2.3535
C12 1.0880 3.3431 -3.6566
C13 0.6536 2.2007 -4.5960
C14 -0.7017 2.5008 -5.2774
C15 -1.0660 1.4597 -6.3818
O1 -0.1667 0.3669 -6.4459
C16 -0.6937 -0.8564 -5.9668
C17 1.6880 0.6259 -0.4846
C18 2.1011 0.3172 -1.9336
C19 3.3409 -0.6147 -1.8928
N3 3.2868 -1.6518 -0.9401
O2 4.2795 -0.4461 -2.5998
H1 -4.2811 -1.7791 -0.5069
H2 -4.8169 -2.8446 0.7812
H3 -3.3091 -3.1963 -0.1036
H4 -2.3268 -2.0682 1.8393
H5 -3.8705 -1.3043 2.1520
H6 -2.8690 0.5671 1.6208
H7 -3.3690 0.0774 -0.0572
H8 -0.6412 -0.0900 1.3237
H9 -0.7488 -2.2215 0.4518
H10 0.0954 -1.4173 -0.8365
H11 -1.6748 -1.7868 -0.9732
H12 0.9338 3.8675 -0.3481
H13 2.0331 2.9587 -1.3216
H14 -0.7951 3.1427 -2.4851
H15 0.1218 4.6004 -2.2627
H16 0.9752 4.2698 -4.2406
H17 2.1590 3.2603 -3.4295
H18 1.3828 2.1851 -5.4231
H19 0.6881 1.2028 -4.1548
H20 -0.5453 3.4605 -5.7976
H21 -1.5055 2.6755 -4.5524
H22 -1.0064 1.9660 -7.3579
H23 -2.1175 1.1659 -6.2582
H24 -0.0076 -1.2322 -5.1867
H25 -0.7424 -1.6379 -6.7402
H26 -1.6805 -0.7672 -5.4988
H27 1.4661 -0.2631 0.1084
H28 2.5670 1.0808 0.0010
H29 1.3482 -0.2342 -2.5154
H30 2.4392 1.1948 -2.4862
H31 4.1768 -2.1325 -0.8768
H32 2.5229 -2.2890 -1.1409
C20 4.7077 2.0810 2.6408
C21 6.1014 2.1514 2.0323
C22 5.8303 2.8543 0.7110
O3 4.7110 3.7199 0.9308
C23 4.1048 3.4010 2.1906
H33 4.7051 1.9612 3.7233
H34 4.1518 1.2462 2.2036
H35 6.7499 2.7687 2.6593
H36 6.5764 1.1790 1.9056
H37 5.5589 2.1376 -0.0725
H38 6.6811 3.4416 0.3630
H39 4.3434 4.2070 2.8943
H40 3.0229 3.3515 2.0734
C24 -3.2774 -7.8287 -0.2957
C25 -2.5883 -7.4014 -1.5841
C26 -3.1271 -5.9917 -1.7739
O4 -3.3725 -5.4677 -0.4639
C27 -3.2914 -6.5314 0.4953
H41 -2.7698 -8.6381 0.2273
H42 -4.3004 -8.1488 -0.5096
H43 -1.5058 -7.3719 -1.4342
H44 -2.7965 -8.0528 -2.4322
H45 -4.0758 -5.9984 -2.3212
H46 -2.4275 -5.3405 -2.3013
H47 -2.3658 -6.4033 1.0651
H48 -4.1321 -6.4658 1.1847
C28 -3.1881 -5.7535 6.0178
C29 -2.7449 -4.5814 5.1549
C30 -2.3963 -5.2724 3.8465
O5 -3.2534 -6.4151 3.7446
C31 -3.9007 -6.6338 5.0036
H49 -3.8257 -5.4681 6.8537
H50 -2.3136 -6.2735 6.4175
H51 -3.5807 -3.8933 5.0044
H52 -1.9113 -4.0175 5.5722
H53 -1.3586 -5.6244 3.8464
H54 -2.5447 -4.6286 2.9771
H55 -4.9527 -6.3471 4.8995
H56 -3.8535 -7.6936 5.2570
C32 1.8052 6.4766 2.8633
C33 2.4408 6.9023 1.5505
C34 1.9934 8.3523 1.4460
O6 1.8680 8.8403 2.7866
C35 1.9327 7.7390 3.6996
H57 2.2848 5.6135 3.3232
H58 0.7504 6.2369 2.7048
H59 3.5296 6.8490 1.6311
H60 2.1330 6.2984 0.6972
H61 1.0135 8.4322 0.9623
H62 2.7022 8.9744 0.8976
H63 2.9001 7.7789 4.2126
H64 1.1415 7.8353 4.4443

Calculated values
Structure (SMILES): CCC[C@@H](C)[C@](Cl)(C#N)[C@](C#N)(CCCCCCOC)CCC(N)=O.C1CCOC1.C1CCOC1.C1CCOC1.C1CCOC1
Electronic energy, a.u.: -2447.77763
HOMO level, eV: -9.3
HOMO-LUMO gap, eV: 9.597